Computed, not measured: a structure of composition C38H44HfN6O4S, with the ωB97M-V functional and the def2-TZVPD basis.

Calculated values
Relative energy (zero: lowest compared OMol25 entry of this formula, charge and spin), kcal/mol: 0.0
Kohn-Sham gap, eV: 6.74

The geometry in ORCA input format:
```
! wB97M-V def2-TZVPD RIJCOSX def2/J DEFGRID3
* xyz 2 1
Hf -0.462 0.392 0.150
C -1.272 3.314 -0.410
N -1.933 2.044 -0.820
C -3.286 2.037 -0.195
C -4.037 0.711 -0.181
C -3.591 -0.295 0.870
N -2.284 -0.911 0.595
C -2.230 -2.204 0.635
C -1.080 -3.059 0.559
C -1.314 -4.448 0.531
C -0.270 -5.340 0.555
C 1.036 -4.856 0.635
C 1.299 -3.501 0.674
C 0.249 -2.592 0.617
O 0.500 -1.281 0.647
C -1.997 2.107 -2.314
C -2.425 0.873 -3.097
C -1.692 -0.421 -2.720
N -0.436 -0.138 -2.025
C 0.672 -0.292 -2.666
C 1.995 0.003 -2.173
C 3.074 -0.521 -2.904
C 4.374 -0.296 -2.513
C 4.615 0.488 -1.385
C 3.574 1.038 -0.661
C 2.254 0.802 -1.038
O 1.250 1.338 -0.329
H -1.903 4.163 -0.693
H -0.301 3.400 -0.892
H -1.131 3.316 0.667
H -3.891 2.795 -0.705
H -3.154 2.372 0.837
H -4.058 0.243 -1.163
H -5.077 0.956 0.049
H -4.346 -1.080 0.955
H -3.525 0.196 1.847
H -3.172 -2.741 0.779
H -2.335 -4.808 0.490
H -0.459 -6.404 0.521
H 1.862 -5.555 0.669
H 2.311 -3.122 0.730
H -0.991 2.377 -2.633
H -2.651 2.945 -2.579
H -2.211 1.119 -4.139
H -3.502 0.715 -3.054
H -1.493 -1.039 -3.596
H -2.307 -1.028 -2.053
H 0.625 -0.679 -3.684
H 2.862 -1.125 -3.779
H 5.198 -0.710 -3.075
H 5.634 0.676 -1.073
H 3.757 1.654 0.208
C 1.924 1.112 4.790
O 1.010 2.106 4.323
C 1.392 2.896 3.306
C 2.632 2.840 2.675
C 2.956 3.760 1.693
C 2.063 4.754 1.317
C 0.826 4.809 1.929
C 0.478 3.871 2.892
N -0.781 4.050 3.541
C -1.666 3.237 4.063
C -1.781 1.823 4.094
C -2.470 1.323 5.226
C -2.467 -0.014 5.524
C -1.778 -0.888 4.677
C -1.158 -0.443 3.528
C -1.189 0.914 3.178
O -0.745 1.338 2.007
H 1.419 0.612 5.610
H 2.844 1.571 5.152
H 2.146 0.393 3.999
H 3.356 2.096 2.972
H 3.933 3.716 1.231
H 2.335 5.486 0.570
H 0.117 5.586 1.662
H -0.991 5.029 3.693
H -2.422 3.771 4.630
H -2.963 2.025 5.888
H -2.971 -0.383 6.405
H -1.742 -1.944 4.915
H -0.652 -1.141 2.875
S 0.275 -3.515 -2.939
C 1.262 -3.727 -4.272
N 2.483 -4.277 -4.268
C 3.099 -4.326 -5.589
C 1.918 -3.943 -6.500
N 0.969 -3.361 -5.546
H 2.917 -4.568 -3.411
H 3.480 -5.321 -5.810
H 3.922 -3.613 -5.668
H 1.490 -4.818 -6.993
H 2.206 -3.220 -7.259
H -0.002 -3.243 -5.779
*
```

Here are the Mulliken charges for atoms 1 to 6, given in e: 1.33 -1.50 0.41 -0.61 -0.97 -0.74